# 1
Here is a 6-piece molecular cluster, C27H53BN3O19 overall in a non-equilibrium geometry from the Open Molecules 2025 dataset. Energies are from the ωB97M-V functional and the def2-TZVPD basis.

Values from the calculation:
DFT total energy ... -72901.5936 eV
HOMO-LUMO gap ... 7.966 eV
Total charge ... +1

CARTESIAN COORDINATES (ANGSTROEM)
C1 -5.957 1.062 1.730
C2 -4.457 0.646 2.204
O1 -3.585 1.789 2.441
B1 -2.581 1.945 1.423
O2 -1.227 2.285 1.780
C3 -3.006 1.783 -0.154
N1 -2.461 0.801 -1.047
C4 -3.164 1.007 -2.311
C5 -4.141 2.208 -2.079
N2 -5.075 2.773 -3.065
N3 -4.010 2.696 -0.708
C6 -4.685 3.819 0.004
C7 -3.638 5.062 0.189
O3 -2.907 5.312 -0.807
O4 -3.546 5.769 1.426
H1 -5.986 1.366 0.622
H2 -6.669 0.194 1.947
H3 -6.241 1.987 2.357
H4 -4.602 0.135 3.235
H5 -4.027 -0.159 1.514
H6 -1.169 2.240 2.767
H7 -1.727 0.114 -0.783
H8 -3.022 0.388 -3.257
H9 -5.463 1.951 -3.565
H10 -5.834 3.199 -2.500
H11 -4.999 3.537 1.084
H12 -5.570 4.222 -0.604
H13 -4.343 5.608 1.983
C8 4.058 -1.851 -0.492
C9 3.889 -1.606 0.996
O5 3.849 -0.203 1.295
C10 2.714 0.431 0.961
O6 1.737 -0.069 0.450
O7 2.856 1.733 1.274
C11 1.754 2.541 0.865
H14 4.943 -1.331 -0.868
H15 4.158 -2.919 -0.697
H16 3.204 -1.475 -1.060
H17 4.753 -2.014 1.527
H18 3.001 -2.106 1.394
H19 0.814 2.160 1.267
H20 1.715 2.594 -0.225
H21 1.912 3.549 1.254
C12 -3.340 5.311 -4.579
C13 -4.600 6.149 -4.474
O8 -4.525 7.318 -5.296
C14 -4.658 7.107 -6.618
O9 -4.840 6.041 -7.156
O10 -4.529 8.291 -7.244
C15 -4.540 8.191 -8.667
H22 -2.458 5.913 -4.346
H23 -3.383 4.463 -3.894
H24 -3.199 4.924 -5.591
H25 -4.713 6.499 -3.444
H26 -5.496 5.568 -4.717
H27 -5.436 7.678 -9.022
H28 -3.640 7.678 -9.012
H29 -4.538 9.204 -9.074
C16 5.600 2.795 1.987
C17 6.494 3.074 3.180
O11 7.417 4.137 2.910
C18 6.890 5.372 2.892
O12 5.733 5.659 3.089
O13 7.874 6.242 2.592
C19 7.423 7.585 2.432
H30 6.201 2.592 1.096
H31 4.954 1.939 2.182
H32 4.966 3.653 1.752
H33 7.096 2.186 3.393
H34 5.914 3.293 4.082
H35 6.880 7.928 3.315
H36 6.799 7.666 1.540
H37 8.301 8.220 2.300
C20 5.597 -8.284 1.747
C21 5.880 -6.810 1.527
O14 4.756 -6.141 0.937
C22 3.716 -5.920 1.758
O15 3.649 -6.219 2.925
O16 2.742 -5.322 1.044
C23 1.532 -5.131 1.774
H38 5.288 -8.760 0.813
H39 6.484 -8.794 2.129
H40 4.785 -8.434 2.462
H41 6.709 -6.705 0.822
H42 6.178 -6.310 2.453
H43 1.711 -4.577 2.699
H44 1.069 -6.096 1.987
H45 0.850 -4.549 1.152
C24 -3.086 -9.627 -0.920
C25 -3.568 -9.181 0.448
O17 -2.692 -9.636 1.489
C26 -1.519 -8.990 1.583
O18 -1.148 -8.072 0.889
O19 -0.810 -9.558 2.577
C27 0.510 -9.035 2.710
H46 -2.955 -10.712 -0.946
H47 -3.799 -9.335 -1.694
H48 -2.117 -9.186 -1.167
H49 -4.546 -9.628 0.647
H50 -3.692 -8.095 0.502
H51 0.495 -7.950 2.835
H52 1.111 -9.314 1.842
H53 0.960 -9.478 3.599

# 2
Here is a 6-piece molecular cluster, C27H53Cl10NO3 overall in a non-equilibrium geometry from the Open Molecules 2025 dataset. Energies are from the ωB97M-V functional and the def2-TZVPD basis.

Values from the calculation:
DFT total energy ... -161703.1687 eV
HOMO-LUMO gap ... 9.628 eV
Total charge ... 0
SMILES ... CCCCCCCCCCCCCCCCCOC(=O)CC(=O)N(C)C.ClCCl.ClCCl.ClCCl.ClCCl.ClCCl

CARTESIAN COORDINATES (ANGSTROEM)
C1 0.697 -2.505 3.742
C2 -0.850 -2.585 4.290
C3 -1.685 -1.161 4.153
C4 -2.045 -1.006 2.539
C5 -2.909 0.370 2.203
C6 -4.013 0.052 1.023
C7 -3.710 0.828 -0.405
C8 -4.307 0.004 -1.703
C9 -3.145 -0.821 -2.520
C10 -2.642 -2.204 -1.779
C11 -1.019 -2.056 -1.461
C12 -0.500 -3.096 -0.295
C13 0.679 -4.129 -0.768
C14 2.137 -3.447 -1.062
C15 2.366 -1.960 -0.417
C16 2.172 -0.771 -1.574
C17 1.863 0.710 -0.943
O1 3.072 1.596 -0.878
C18 2.586 2.977 -1.208
O2 2.995 3.487 -2.382
C19 1.566 3.723 -0.157
C20 1.414 5.343 -0.379
O3 1.474 5.989 -1.554
N1 1.131 6.186 0.851
C21 2.365 6.423 1.694
C22 -0.037 5.666 1.660
H1 0.971 -3.556 3.252
H2 1.390 -2.219 4.640
H3 0.819 -1.710 2.878
H4 -1.414 -3.352 3.573
H5 -0.886 -3.040 5.371
H6 -1.012 -0.247 4.515
H7 -2.686 -1.198 4.774
H8 -2.599 -1.992 2.221
H9 -1.022 -0.894 1.979
H10 -2.138 1.179 1.785
H11 -3.505 0.755 3.147
H12 -3.993 -1.109 0.766
H13 -5.108 0.323 1.362
H14 -4.303 1.846 -0.355
H15 -2.555 1.087 -0.554
H16 -4.712 0.835 -2.459
H17 -5.238 -0.689 -1.428
H18 -3.524 -1.145 -3.604
H19 -2.203 -0.098 -2.632
H20 -3.288 -2.442 -0.828
H21 -2.755 -3.090 -2.565
H22 -0.469 -2.339 -2.459
H23 -0.735 -0.936 -1.168
H24 -0.253 -2.521 0.722
H25 -1.446 -3.774 -0.025
H26 0.314 -4.598 -1.803
H27 0.735 -5.062 -0.026
H28 2.356 -3.520 -2.223
H29 2.949 -4.159 -0.552
H30 1.778 -1.742 0.571
H31 3.522 -1.898 -0.124
H32 3.236 -0.707 -2.112
H33 1.410 -1.067 -2.413
H34 1.104 1.303 -1.649
H35 1.403 0.571 0.124
H36 0.522 3.197 -0.266
H37 2.051 3.581 0.924
H38 3.071 7.191 1.114
H39 2.998 5.463 1.926
H40 2.094 6.983 2.712
H41 0.109 4.569 2.080
H42 -1.079 5.798 1.095
H43 -0.125 6.369 2.620
Cl1 -5.363 -3.810 -3.417
C23 -5.371 -3.406 -5.138
Cl2 -4.747 -1.774 -5.411
H44 -4.743 -4.121 -5.674
H45 -6.396 -3.462 -5.512
Cl3 -0.813 -0.644 -4.631
C24 0.410 0.342 -5.442
Cl4 1.831 -0.624 -5.859
H46 -0.018 0.759 -6.356
H47 0.714 1.151 -4.774
Cl5 3.038 7.360 5.592
C25 2.311 8.966 5.467
Cl6 0.632 8.864 4.924
H48 2.339 9.446 6.448
H49 2.881 9.560 4.749
Cl7 2.246 -4.614 -4.334
C26 3.469 -3.628 -5.144
Cl8 4.889 -4.594 -5.562
H50 3.041 -3.211 -6.059
H51 3.773 -2.819 -4.477
Cl9 4.334 -2.389 3.815
C27 4.157 -3.983 4.559
Cl10 3.042 -3.925 5.929
H52 3.770 -4.683 3.815
H53 5.135 -4.321 4.911

# 3
Here is a 5-piece molecular cluster, C27H53ClN7 overall in a non-equilibrium geometry from the Open Molecules 2025 dataset. Energies are from the ωB97M-V functional and the def2-TZVPD basis.

Values from the calculation:
DFT total energy ... -51794.9650 eV
HOMO-LUMO gap (spin up / spin down) ... 2.670 / 6.886 eV
Spin multiplicity ... 2
Total charge ... +2
Energy relative to the best compared isomer or geometry (same formula, charge and spin) ... 19.1 kJ/mol
Expectation value of S² ... 0.76

CARTESIAN COORDINATES (ANGSTROEM)
C1 -5.118 5.468 3.758
C2 -3.752 5.156 3.120
C3 -3.161 3.874 3.622
C4 -3.934 2.713 2.971
N1 -3.523 1.313 3.337
C5 -4.082 0.309 2.311
C6 -3.367 -1.009 2.548
C7 -1.986 -0.522 2.871
C8 -1.967 1.001 3.238
C9 -4.069 1.023 4.751
H1 -5.536 6.429 3.458
H2 -5.039 5.673 4.826
H3 -5.952 4.777 3.640
H4 -3.171 6.003 3.485
H5 -3.774 5.179 2.031
H6 -3.210 3.790 4.707
H7 -2.105 3.909 3.351
H8 -3.965 2.684 1.882
H9 -4.952 2.746 3.361
H10 -5.153 0.219 2.495
H11 -3.928 0.605 1.273
H12 -3.849 -1.499 3.395
H13 -3.357 -1.726 1.727
H14 -1.581 -1.033 3.744
H15 -1.182 -0.847 2.210
H16 -1.530 1.219 4.212
H17 -1.511 1.708 2.545
H18 -3.669 0.061 5.072
H19 -5.155 1.113 4.717
H20 -3.607 1.733 5.437
C10 4.416 -2.190 3.219
C11 5.024 -2.892 2.018
N2 5.552 -1.912 1.047
C12 4.749 -1.039 0.318
C13 5.576 -0.359 -0.594
N3 6.872 -0.764 -0.289
C14 6.858 -1.729 0.699
C15 8.089 -0.401 -0.989
H21 5.011 -1.360 3.599
H22 4.219 -2.954 3.972
H23 3.479 -1.806 2.816
H24 4.382 -3.587 1.476
H25 5.946 -3.416 2.271
H26 3.675 -1.039 0.436
H27 5.317 0.281 -1.424
H28 7.736 -2.224 1.087
H29 8.604 -1.306 -1.310
H30 8.692 0.207 -0.314
H31 7.800 -0.005 -1.963
C16 2.233 -2.104 -2.709
C17 1.717 -0.961 -3.672
N4 2.571 0.229 -3.648
C18 2.670 1.092 -2.565
C19 3.603 2.049 -2.911
N5 4.121 1.714 -4.138
C20 3.462 0.602 -4.602
C21 5.215 2.479 -4.760
H32 3.207 -2.353 -3.129
H33 1.586 -2.980 -2.768
H34 2.269 -1.854 -1.649
H35 0.750 -0.527 -3.419
H36 1.721 -1.297 -4.709
H37 2.215 0.935 -1.598
H38 4.088 2.864 -2.393
H39 3.623 0.091 -5.540
H40 5.801 2.909 -3.947
H41 4.804 3.196 -5.471
H42 5.846 1.738 -5.252
C22 -5.588 -1.539 -4.317
C23 -5.483 -1.522 -2.804
N6 -4.147 -1.723 -2.322
C24 -3.482 -0.933 -1.462
C25 -2.317 -1.591 -1.193
N7 -2.188 -2.718 -1.915
C26 -3.372 -2.853 -2.569
C27 -0.991 -3.577 -1.865
H43 -6.583 -1.255 -4.659
H44 -5.262 -2.465 -4.792
H45 -4.895 -0.813 -4.742
H46 -5.949 -2.473 -2.547
H47 -6.017 -0.773 -2.218
H48 -3.906 -0.005 -1.107
H49 -1.534 -1.390 -0.476
H50 -3.596 -3.670 -3.238
H51 -0.449 -3.630 -2.809
H52 -1.283 -4.605 -1.653
H53 -0.312 -3.244 -1.080
Cl1 1.043 -0.617 0.479

# 4
Here is C27H54As2F12O27Rb as an isolated structure in a non-equilibrium geometry from the Open Molecules 2025 dataset. Energies are from the ωB97M-V functional and the def2-TZVPD basis.

Values from the calculation:
DFT total energy ... -239063.1856 eV
HOMO-LUMO gap ... 7.101 eV
Total charge ... -1

CARTESIAN COORDINATES (ANGSTROEM)
Rb1 -1.257 -2.069 -2.916
As1 -4.009 -1.350 -3.859
F1 -3.124 -0.620 -2.518
F2 -5.397 -1.710 -2.770
F3 -4.816 -2.264 -5.222
F4 -2.634 -1.149 -5.002
F5 -3.260 -2.897 -3.339
F6 -4.601 0.274 -4.390
As2 -0.770 -0.405 -0.362
F7 -2.434 -0.692 0.342
F8 -0.582 -2.111 -0.694
F9 0.913 -0.090 -1.009
F10 -0.959 1.427 -0.104
F11 -0.137 -0.692 1.301
F12 -1.459 -0.204 -2.020
C1 -0.370 7.055 -2.742
O1 -0.475 5.751 -2.140
C2 0.428 4.793 -2.354
O2 1.517 4.974 -2.915
O3 -0.099 3.681 -1.891
C3 0.617 2.533 -2.045
H1 -1.326 7.411 -3.127
H2 0.326 7.141 -3.577
H3 0.002 7.879 -2.133
H4 1.545 2.513 -1.472
H5 0.872 2.372 -3.092
H6 0.057 1.701 -1.619
C4 -1.913 1.821 1.799
O4 -2.091 1.406 3.164
C5 -3.047 1.937 3.906
O5 -3.727 2.902 3.622
O6 -2.962 1.358 5.109
C6 -3.654 1.937 6.211
H7 -1.809 0.945 1.158
H8 -1.027 2.433 1.634
H9 -2.750 2.272 1.265
H10 -4.735 1.938 6.073
H11 -3.248 2.947 6.273
H12 -3.534 1.522 7.212
C7 5.412 1.750 -3.375
O7 4.565 2.020 -2.236
C8 3.637 1.228 -1.805
O8 3.355 0.098 -2.167
O9 3.076 1.877 -0.773
C9 2.166 1.199 0.171
H13 4.823 1.236 -4.135
H14 6.387 1.337 -3.115
H15 5.667 2.724 -3.791
H16 1.160 1.617 0.214
H17 2.449 1.442 1.195
H18 2.164 0.111 0.110
C10 6.006 -0.492 2.396
O10 4.615 -0.151 2.729
C11 3.567 -0.610 2.025
O11 3.696 -1.348 1.005
O12 2.421 -0.084 2.556
C12 1.222 -0.402 1.888
H19 6.682 0.038 3.067
H20 6.131 -0.155 1.367
H21 6.221 -1.559 2.436
H22 1.374 -1.267 1.243
H23 0.948 0.512 1.361
H24 0.479 -0.705 2.625
C13 -2.310 -1.749 2.155
O13 -1.650 -2.153 3.358
C14 -0.711 -1.335 3.944
O14 -0.395 -0.163 3.625
O15 -0.084 -2.065 4.991
C15 1.186 -1.642 5.337
H25 -1.681 -1.759 1.265
H26 -2.814 -0.789 2.265
H27 -3.103 -2.495 2.105
H28 1.805 -1.311 4.503
H29 1.694 -2.497 5.783
H30 1.122 -0.814 6.044
C16 -6.025 3.019 1.070
O16 -4.912 2.436 0.433
C17 -4.069 3.191 -0.337
O17 -4.159 4.399 -0.494
O18 -3.244 2.378 -1.082
C18 -3.040 0.968 -0.907
H31 -5.836 3.742 1.863
H32 -6.628 2.221 1.502
H33 -6.627 3.450 0.270
H34 -3.935 0.448 -1.247
H35 -2.818 0.826 0.151
H36 -2.225 0.490 -1.451
C19 0.133 -3.119 0.793
O19 0.178 -4.124 1.866
C20 0.847 -3.864 3.010
O20 1.451 -2.780 3.254
O21 0.845 -4.948 3.742
C21 1.519 -5.021 4.975
H37 -0.677 -3.349 0.103
H38 1.083 -3.116 0.258
H39 -0.155 -2.175 1.255
H40 2.590 -5.205 4.900
H41 1.167 -5.907 5.503
H42 1.402 -4.104 5.553
C22 2.223 -1.418 -1.243
O22 1.939 -2.747 -0.946
C23 1.805 -3.659 -1.998
O23 1.424 -3.387 -3.127
O24 2.172 -4.888 -1.697
C24 2.560 -5.254 -0.368
H43 3.157 -1.323 -1.797
H44 2.342 -0.824 -0.336
H45 1.594 -1.013 -2.035
H46 2.307 -4.555 0.430
H47 3.613 -5.536 -0.353
H48 2.018 -6.178 -0.164
C25 -0.906 0.050 -6.983
O25 -0.477 0.764 -5.825
C26 -0.080 0.129 -4.716
O26 -0.230 -1.083 -4.519
O27 0.388 1.100 -3.836
C27 1.080 0.674 -2.703
H49 -1.674 -0.663 -6.683
H50 -0.033 -0.505 -7.327
H51 -1.184 0.698 -7.815
H52 1.159 -0.412 -2.665
H53 0.472 0.877 -1.822
H54 2.116 0.989 -2.580